Record 1
A 2-piece molecular cluster, CClO2S overall in a non-equilibrium geometry, computed with ωB97M-V with the def2-TZVPD basis set.

```
5
CClO2S | the Open Molecules 2025 dataset | ωB97M-V with the def2-TZVPD basis set
C 0.6410 1.3126 -0.2982
O -0.0958 1.5683 0.5718
O 1.4772 0.9476 -0.9683
S -1.2923 -2.1548 -0.6233
Cl -0.7300 -1.6738 1.3180
```

Its net charge is -1. The relative energy (zero: lowest compared OMol25 entry of this formula, charge and spin) is 5.3 kcal per mole. The calculation puts the HOMO energy at -2.684 eV. Its energy is -28491.60261 eV.

---

Record 2
CCrF4O3P as an isolated structure in a non-equilibrium geometry, computed with ωB97M-V with the def2-TZVPD basis set.

```
10
CCrF4O3P | the Open Molecules 2025 dataset | ωB97M-V with the def2-TZVPD basis set
C -1.2170 -1.8749 0.4239
O -0.7050 0.3517 -0.6249
O -0.1547 -1.8348 0.9672
O -2.2733 -2.2903 0.1640
Cr -1.5941 2.0717 -0.0041
P 0.8072 0.5522 -0.2810
F 1.6651 1.5894 -1.1253
F 0.3388 1.9299 0.7060
F 1.7093 0.1538 0.9567
F 1.4236 -0.6486 -1.1824
```

Its net charge is +1. The relative energy (zero: lowest compared OMol25 entry of this formula, charge and spin) is 2.7 kcal per mole. The expectation value of S² is 6.03. The spin multiplicity is 5. The calculation puts the HOMO energy (spin up / spin down) at -16.041 / -16.049 eV. Its energy is -55755.24423 eV.

---

Record 3
CCsF4O3P as an isolated structure in a non-equilibrium geometry, computed with ωB97M-V with the def2-TZVPD basis set.

```
10
CCsF4O3P | the Open Molecules 2025 dataset | ωB97M-V with the def2-TZVPD basis set
C 2.2300 1.8064 -1.2060
O -0.7723 0.4498 0.2175
O 2.4561 0.6887 -1.5041
O 2.4290 2.9456 -1.0829
Cs -4.1253 1.0816 -0.5534
P -0.4622 -0.9728 0.7109
F -0.9459 -1.6222 2.0849
F -1.9746 -1.5458 0.0606
F 0.1867 -2.1344 -0.1597
F 0.9784 -0.6970 1.4321
```

The relative energy (zero: lowest compared OMol25 entry of this formula, charge and spin) is 0.0 kcal per mole. The calculation puts the HOMO energy at -9.212 eV. Its energy is -27891.56913 eV.

---

Record 4
CCuNO5S2 as an isolated structure in a non-equilibrium geometry, computed with ωB97M-V with the def2-TZVPD basis set.

```
10
CCuNO5S2 | the Open Molecules 2025 dataset | ωB97M-V with the def2-TZVPD basis set
Cu 0.7855 -0.0003 1.2926
N -1.5113 0.2629 -1.1944
S -1.6721 -0.8769 -0.1927
O -1.1299 -0.5434 1.1880
S -0.1726 1.4772 -1.1553
O 0.5034 1.5158 0.2228
O -0.6009 2.7177 -1.8279
O 3.3693 -1.8910 0.8891
C 2.3005 -1.3100 1.1095
O 1.1550 -2.0045 1.0747
```

Its net charge is -1. The relative energy (zero: lowest compared OMol25 entry of this formula, charge and spin) is 19.9 kcal per mole. The expectation value of S² is 0.76. The spin multiplicity is 2. The calculation puts the HOMO energy (spin up / spin down) at -4.016 / -4.913 eV. Its energy is -79073.42492 eV.

---

Record 5
CF3IrMgNO4S3 as an isolated structure in a non-equilibrium geometry, computed with ωB97M-V with the def2-TZVPD basis set.

```
14
CF3IrMgNO4S3 | the Open Molecules 2025 dataset | ωB97M-V with the def2-TZVPD basis set
Ir -1.4553 2.5779 0.2186
N -0.3570 1.5841 1.3868
S 0.2382 0.3333 0.8749
O 0.5856 0.1182 -0.5900
C 1.9688 0.1229 1.5211
F 1.9213 -0.1987 2.7997
F 2.5863 1.2864 1.3526
F 2.6200 -0.7959 0.8304
Mg -0.7271 0.4162 -2.0488
S -1.7973 -1.8116 -3.3154
O -0.1088 -1.8088 -3.0070
S -2.4749 -0.9631 -0.0320
O -2.4625 0.1636 -1.1658
O -0.5375 -1.0246 1.1750
```

Its net charge is +1. The relative energy (zero: lowest compared OMol25 entry of this formula, charge and spin) is 20.8 kcal per mole. The expectation value of S² is 6.10. The spin multiplicity is 5. The calculation puts the HOMO energy (spin up / spin down) at -13.123 / -12.576 eV. Its energy is -59643.58654 eV.

---

Record 6
CF3LaMgNO4S3 as an isolated structure in a non-equilibrium geometry, computed with ωB97M-V with the def2-TZVPD basis set.

```
14
CF3LaMgNO4S3 | the Open Molecules 2025 dataset | ωB97M-V with the def2-TZVPD basis set
Mg 5.1919 -0.8809 6.3767
N 6.6268 -1.0022 5.0856
S 6.4987 -1.1152 3.6096
O 5.1346 -1.3798 2.9490
C 6.6839 0.5853 2.8540
F 7.8295 1.1379 3.2263
F 5.6667 1.3426 3.2835
F 6.6369 0.5379 1.5286
La 3.0440 -1.0963 3.4802
S 1.9573 -1.0986 6.4099
O 3.4192 -1.0007 5.5880
S 0.9329 -2.1626 4.8004
O 1.1378 -1.1107 3.5747
O 7.4174 -2.0428 2.8808
```

Its net charge is +1. The relative energy (zero: lowest compared OMol25 entry of this formula, charge and spin) is 10.7 kcal per mole. The calculation puts the HOMO energy at -12.515 eV. Its energy is -57671.64408 eV.

---

Record 7
CF3OSSr as an isolated structure in a non-equilibrium geometry, computed with ωB97M-V with the def2-TZVPD basis set.

```
7
CF3OSSr | the Open Molecules 2025 dataset | ωB97M-V with the def2-TZVPD basis set
Sr 3.4170 -0.9554 0.6163
S 0.2779 -0.2554 -1.2424
O 1.2180 -1.1397 -0.3828
C -1.0222 0.0728 -0.2440
F -1.2472 -0.6240 0.8093
F -2.1062 0.5284 -0.7689
F -0.5373 2.3733 1.2124
```

The relative energy (zero: lowest compared OMol25 entry of this formula, charge and spin) is 74.7 kcal per mole. The expectation value of S² is 0.75. The spin multiplicity is 2. The calculation puts the HOMO energy (spin up / spin down) at -6.445 / -7.857 eV. Its energy is -22903.18425 eV.

---

Record 8
A 2-piece molecular cluster, CF4NO overall in a non-equilibrium geometry, computed with ωB97M-V with the def2-TZVPD basis set.

```
7
CF4NO | the Open Molecules 2025 dataset | ωB97M-V with the def2-TZVPD basis set
C -2.4423 -0.1650 -0.0311
N 1.9233 0.0778 0.4340
O -2.8940 0.8149 -0.2720
F 0.5644 0.0846 0.0634
F -1.9582 -1.2357 0.2196
F 2.4465 -0.8270 -0.4013
F 2.3603 1.2505 -0.0126
```

Its net charge is +1. The relative energy (zero: lowest compared OMol25 entry of this formula, charge and spin) is 8.6 kcal per mole. The calculation puts the HOMO energy at -16.110 eV. Its energy is -15428.24150 eV.

---

Record 9
CF4O3PSr as an isolated structure in a non-equilibrium geometry, computed with ωB97M-V with the def2-TZVPD basis set.

```
10
CF4O3PSr | the Open Molecules 2025 dataset | ωB97M-V with the def2-TZVPD basis set
C -1.3491 -2.6538 0.7172
O -0.5393 0.6656 -0.7736
O -0.2939 -2.4772 1.1724
O -2.4240 -2.9007 0.3602
Sr -1.9004 2.4027 0.1041
P 0.9331 0.8685 -0.4464
F 1.9145 1.8110 -1.2545
F 0.5069 2.3209 0.4652
F 1.6235 0.3840 0.8921
F 1.5286 -0.4210 -1.2368
```

The relative energy (zero: lowest compared OMol25 entry of this formula, charge and spin) is 0.0 kcal per mole. The expectation value of S² is 0.75. The spin multiplicity is 2. The calculation puts the HOMO energy (spin up / spin down) at -5.567 / -11.850 eV. Its energy is -28179.47611 eV.

---

Record 10
An isolated molecule of CF4OP2 in a non-equilibrium geometry, computed with ωB97M-V with the def2-TZVPD basis set.

```
8
CF4OP2 | the Open Molecules 2025 dataset | ωB97M-V with the def2-TZVPD basis set
C -0.1650 0.6629 -0.0319
O -0.1137 1.8022 -0.3247
F -2.4919 0.1233 0.8150
F -1.0998 -1.7853 0.1699
F 1.4602 -1.3397 -0.7400
F 2.6318 0.4909 0.1292
P -1.7229 -0.4697 -0.5246
P 1.5448 -0.6026 0.6797
```

The expectation value of S² is 2.02. The spin multiplicity is 3. The calculation puts the HOMO energy (spin up / spin down) at -6.503 / -11.710 eV. Its energy is -32531.34092 eV.

---

Record 11
CFNO2 as an isolated structure in a non-equilibrium geometry, computed with ωB97M-V with the def2-TZVPD basis set.

```
5
CFNO2 | the Open Molecules 2025 dataset | ωB97M-V with the def2-TZVPD basis set
C 0.3591 -0.2476 -0.0210
N -0.8408 -0.2071 0.0032
O 1.1692 1.4442 0.0089
O -1.9581 0.1506 0.0037
F 1.2706 -1.1401 0.0053
```

The relative energy (zero: lowest compared OMol25 entry of this formula, charge and spin) is 132.8 kcal per mole. The calculation puts the HOMO energy (spin up / spin down) at -10.669 / -10.275 eV. Its energy is -9330.70017 eV.

---

Record 12
A 2-piece molecular cluster, CFNS overall in a non-equilibrium geometry, computed with ωB97M-V with the def2-TZVPD basis set.

```
4
CFNS | the Open Molecules 2025 dataset | ωB97M-V with the def2-TZVPD basis set
C 1.1457 0.1038 -0.0164
N 2.2746 0.0780 0.0003
F -1.9463 -0.8589 -0.0003
S -1.4741 0.6770 0.0164
```

The relative energy (zero: lowest compared OMol25 entry of this formula, charge and spin) is 71.5 kcal per mole. The calculation puts the HOMO energy (spin up / spin down) at -11.359 / -11.329 eV. Its energy is -16074.58874 eV.

---

Q: Which of these has the highest energy?
A: CFNO2